The following is a quantum chemistry calculation of a cluster of 2 separate species, C14H8N7O2 in total in a non-equilibrium geometry, from OMol25.

Atoms and positions in Å:
C: -0.38 -0.78 -1.23
C: -1.41 0.09 -1.53
N: -2.40 0.71 -1.74
C: 0.98 -0.50 -1.49
C: 1.92 -1.57 -1.61
C: 3.26 -1.32 -1.80
C: 3.73 0.01 -1.84
C: 5.14 0.25 -1.95
N: 6.30 0.41 -1.99
C: 2.82 1.07 -1.79
C: 1.46 0.83 -1.62
H: -0.65 -1.79 -0.90
H: 1.55 -2.60 -1.52
H: 3.98 -2.14 -1.88
H: 3.19 2.10 -1.85
H: 0.75 1.66 -1.54
O: 0.65 -1.53 1.95
N: -0.50 -1.70 2.43
C: -1.44 -0.65 2.18
C: -0.93 0.42 1.47
N: -1.80 1.42 1.14
N: -1.53 2.55 0.43
N: -2.68 3.16 0.27
N: -3.71 2.47 0.84
C: -3.17 1.38 1.39
C: -3.69 0.26 2.09
C: -2.83 -0.72 2.51
O: -0.81 -2.71 3.09
H: 0.10 0.51 1.17
H: -4.77 0.28 2.24
H: -3.14 -1.59 3.08

Results
Lowest unoccupied orbital energy = 1.3 eV
Charge = -1
HOMO = -3.607 eV
Orbital gap = 4.933 eV
Spin multiplicity = 1

The following is a quantum chemistry calculation of the ion C5H9N5O with charge +2 in a non-equilibrium geometry, from OMol25.

Atoms and positions in Å:
H: 2.82 0.84 -0.80
N: 2.27 0.70 0.03
C: 2.09 -0.12 0.97
N: 0.80 -0.25 1.28
C: -0.31 0.53 0.58
C: -1.23 -0.44 -0.19
N: -2.23 -0.93 0.59
N: -1.03 -0.71 -1.52
C: -0.12 -0.01 -2.23
N: 0.54 0.98 -1.77
C: 0.42 1.38 -0.51
O: 0.62 2.66 -0.21
H: 2.81 -0.72 1.57
H: 0.50 -0.61 2.20
H: -0.81 1.09 1.36
H: -2.11 -0.75 1.59
H: -2.95 -1.66 0.25
H: -1.54 -1.42 -1.92
H: -0.19 -0.15 -3.33
H: 0.89 3.21 -0.97

Results
SMILES = [H]/N=C/N[C@@H]1C(=[NH2+])[NH+]=CN=C1O
Lowest unoccupied orbital energy (spin up / spin down) = -9.7 / -9.7 eV
Charge = +2
HOMO (spin up / spin down) = -18.090 / -18.091 eV
Orbital gap (spin up / spin down) = 8.343 / 8.344 eV
Relative energy (zero: lowest compared OMol25 entry of this formula, charge and spin) = 1.28 kJ/mol
Spin multiplicity = 1

The following is a quantum chemistry calculation of a structure of composition C43H54N2O4PPbS2SeTe in a non-equilibrium geometry, from OMol25.

Atoms and positions in Å:
Pb: -0.59 -0.60 0.19
Se: -1.50 1.79 3.62
C: -0.57 0.71 4.85
C: -0.77 -0.68 4.95
C: -0.09 -1.41 5.91
N: 0.79 -0.90 6.78
C: 1.01 0.42 6.66
C: 0.38 1.24 5.74
H: -1.45 -1.17 4.27
H: -0.26 -2.48 5.99
H: 1.73 0.84 7.36
H: 0.61 2.30 5.70
C: 0.54 8.45 -5.28
C: 0.53 7.02 -4.78
C: -0.19 6.66 -3.66
C: -0.21 5.34 -3.18
C: -1.03 5.06 -1.94
C: 0.53 4.36 -3.84
Te: 0.35 2.04 -3.32
N: 0.45 0.22 -2.19
C: -0.05 -0.92 -2.60
O: -0.19 -1.90 -1.78
C: -0.41 -1.25 -4.03
C: -1.34 -0.51 -4.76
C: -1.63 -0.86 -6.07
C: -1.01 -1.95 -6.67
C: -0.10 -2.70 -5.93
C: 0.19 -2.35 -4.62
C: 2.47 2.03 -3.02
C: 3.30 1.20 -3.78
C: 2.78 0.25 -4.83
C: 4.68 1.22 -3.55
C: 5.25 2.02 -2.58
C: 6.74 2.06 -2.37
C: 4.40 2.80 -1.80
C: 3.03 2.81 -1.99
C: 2.17 3.66 -1.07
C: 1.25 4.71 -5.00
C: 2.03 3.70 -5.81
C: 1.25 6.03 -5.44
H: -0.01 9.10 -4.60
H: 0.07 8.51 -6.27
H: 1.56 8.83 -5.37
H: -0.76 7.42 -3.12
H: -0.79 5.78 -1.15
H: -0.86 4.06 -1.57
H: -2.09 5.16 -2.17
H: -1.87 0.31 -4.28
H: -2.35 -0.27 -6.63
H: -1.24 -2.22 -7.69
H: 0.38 -3.56 -6.39
H: 0.89 -2.94 -4.04
H: 1.76 0.50 -5.14
H: 2.76 -0.77 -4.44
H: 3.42 0.27 -5.72
H: 5.31 0.58 -4.16
H: 7.24 1.29 -2.96
H: 6.99 1.89 -1.31
H: 7.15 3.03 -2.65
H: 4.83 3.41 -1.01
H: 2.73 3.94 -0.18
H: 1.27 3.12 -0.77
H: 1.85 4.57 -1.58
H: 1.44 2.81 -6.00
H: 2.93 3.38 -5.27
H: 2.34 4.13 -6.76
H: 1.82 6.29 -6.32
C: 4.72 -0.97 -0.70
C: 3.20 -1.04 -0.81
P: 2.25 -0.75 0.74
C: 2.96 0.86 1.30
C: 2.03 1.63 2.25
C: 3.01 -1.96 1.91
C: 2.24 -2.06 3.24
H: 5.17 -1.16 -1.68
H: 5.11 -1.70 0.00
H: 5.04 0.03 -0.38
H: 2.87 -2.01 -1.19
H: 2.82 -0.29 -1.51
H: 3.12 1.44 0.39
H: 3.93 0.68 1.77
H: 1.07 1.85 1.77
H: 2.48 2.57 2.55
H: 1.80 1.06 3.15
H: 4.05 -1.68 2.10
H: 3.00 -2.93 1.41
H: 2.15 -1.09 3.73
H: 2.75 -2.73 3.93
H: 1.24 -2.44 3.08
S: -0.85 -2.99 1.48
C: -2.08 -3.81 0.52
C: -3.44 -3.56 0.72
C: -4.41 -4.30 0.05
C: -4.04 -5.31 -0.83
C: -2.69 -5.54 -1.07
C: -1.72 -4.80 -0.40
H: -3.73 -2.77 1.40
H: -5.46 -4.10 0.23
H: -4.80 -5.90 -1.34
H: -2.39 -6.30 -1.78
H: -0.67 -4.97 -0.59
C: -3.79 2.36 -0.67
S: -2.39 1.63 -1.52
O: -2.41 2.19 -2.88
O: -2.61 0.19 -1.51
O: -1.24 2.07 -0.74
H: -4.56 2.59 -1.40
H: -3.44 3.26 -0.18
H: -4.14 1.64 0.07

Results
Lowest unoccupied orbital energy (spin up / spin down) = 3.7 / 3.5 eV
Charge = -2
<S²> = 0.759
HOMO (spin up / spin down) = -1.636 / -1.633 eV
Orbital gap (spin up / spin down) = 5.293 / 5.119 eV
Relative energy (zero: lowest compared OMol25 entry of this formula, charge and spin) = 66.89 kJ/mol
Spin multiplicity = 2

The following is a quantum chemistry calculation of an isolated molecule of ClHN6 in a non-equilibrium geometry, from OMol25.

Atoms and positions in Å:
N: -1.01 1.01 -1.95
N: -1.73 1.77 -1.35
N: -0.18 0.16 -1.40
N: -2.49 2.54 -1.04
N: -0.16 0.17 -0.11
N: -0.91 0.97 0.57
Cl: -0.70 0.84 2.26
H: 0.49 -0.50 0.32

Results
Lowest unoccupied orbital energy (spin up / spin down) = 0.0 / 0.0 eV
HOMO (spin up / spin down) = -8.477 / -8.476 eV
Orbital gap (spin up / spin down) = 8.488 / 8.488 eV
Relative energy (zero: lowest compared OMol25 entry of this formula, charge and spin) = 99.52 kJ/mol
Spin multiplicity = 1